The following is a DFT calculation (wB97M-V/def2-TZVPD) of a 2-piece molecular cluster, C25H40BrFN4O5P overall in a non-equilibrium geometry.

E_LUMO ... 0.9 eV
Charge ... -1
2S+1 ... 1
DFT total energy ... -124812.4210 eV
Gap between HOMO and LUMO ... 2.054 eV

Structure (XYZ):
```
77
C25H40BrFN4O5P wB97M-V/def2-TZVPD
C 6.18 -1.42 0.01
C 5.47 -0.09 0.54
C 3.92 -0.16 0.29
C 3.12 1.08 0.92
C 2.25 0.66 2.16
C 0.70 0.76 1.97
P -0.02 -0.02 3.56
O 0.43 0.86 4.70
C 0.10 2.23 1.92
Br 1.42 3.65 2.39
C -0.44 2.68 0.48
N -1.44 1.76 -0.15
N -1.52 1.79 -1.60
C -0.47 1.48 -2.22
O 0.54 1.10 -2.69
C -2.82 2.30 0.23
F -2.95 2.64 1.56
C -3.24 3.57 -0.64
C -4.30 3.22 -1.75
C -1.35 0.37 0.43
C -2.20 -0.69 -0.35
C -3.51 -1.05 0.24
C -4.33 -2.06 -0.41
C -3.75 -2.67 -1.63
C -2.46 -2.19 -2.07
N -1.67 -1.25 -1.48
C 0.15 -0.09 0.71
C 0.33 -1.66 0.89
C 1.08 -2.28 -0.39
C 0.44 -3.63 -0.90
C 0.55 -3.60 -2.50
C 2.04 -3.62 -3.01
N 2.11 -3.08 -4.40
H 6.33 -2.17 0.83
H 7.19 -1.14 -0.40
H 5.58 -1.93 -0.79
H 5.92 0.82 0.05
H 5.65 -0.07 1.65
H 3.57 -1.14 0.69
H 3.69 -0.18 -0.82
H 2.49 1.50 0.08
H 3.90 1.84 1.17
H 2.60 1.17 3.10
H 2.48 -0.44 2.35
H 0.49 -1.34 3.76
H -1.45 0.04 3.52
H -0.69 2.33 2.71
H -0.84 3.72 0.67
H 0.50 2.85 -0.11
H -3.63 1.55 0.01
H -3.77 4.24 0.10
H -2.36 4.16 -1.00
H -3.88 2.61 -2.60
H -5.12 2.63 -1.27
H -4.72 4.18 -2.16
H -1.84 0.41 1.44
H -3.89 -0.58 1.18
H -5.32 -2.35 0.00
H -4.34 -3.46 -2.14
H -2.04 -2.68 -2.99
H 0.84 0.20 -0.13
H 1.04 -1.86 1.74
H -0.61 -2.21 1.14
H 1.08 -1.58 -1.26
H 2.14 -2.50 -0.12
H -0.65 -3.74 -0.66
H 1.07 -4.50 -0.58
H -0.06 -4.41 -2.98
H 0.11 -2.63 -2.90
H 2.72 -2.95 -2.42
H 2.49 -4.65 -3.04
H 1.81 -2.10 -4.43
H 1.46 -3.58 -5.02
C -3.62 4.82 3.72
O -4.74 4.41 4.08
O -2.52 4.51 4.29
O -3.41 5.59 2.71
```

Löwdin population analysis, charges in e, atoms 1 to 2: -0.124, -0.253